No. 1
Computed, not measured: an isolated molecule of C3H8O2, with wB97M-V/def2-TZVPD.

Geometry as XYZ:
```
13
Properties=species:S:1:pos:R:3:forces:R:3:mulliken_charge:R:1
C 0.100013 -1.529408 0.463411 0.00 -0.09 0.02 -1.32
C 0.037275 -0.018596 0.531942 -0.31 -0.23 -0.14 0.51
O 1.250919 0.471650 1.059473 0.03 0.27 -0.06 -0.53
C -0.217832 0.536165 -0.858040 -0.05 -0.38 -0.08 -0.65
O -0.172204 1.953390 -0.843507 -0.29 0.13 -0.11 -0.51
H 0.937847 -1.831979 -0.174242 -0.10 0.00 0.13 0.36
H -0.827981 -1.919439 0.030662 0.13 0.00 0.09 0.37
H 0.233523 -1.968265 1.453690 0.02 0.05 -0.08 0.32
H -0.807435 0.298319 1.170584 0.16 -0.07 -0.04 0.17
H 1.233860 1.429960 0.920115 0.09 -0.14 0.06 0.33
H 0.524668 0.162437 -1.573709 0.01 0.04 0.17 0.26
H -1.209312 0.199959 -1.187340 0.16 -0.08 -0.04 0.38
H -1.083342 2.215807 -0.993039 0.14 0.50 0.08 0.33
```
Positions in Å, forces in eV/Å.

Its total charge is 0. Its HOMO-LUMO gap is 10.82 eV. As for the HOMO energy: -10.04 eV. The SMILES is C[C@@H](O)CO.


No. 2
Computed, not measured: C23H54F6NO4RhS2SbSi4 as an isolated structure, with wB97M-V/def2-TZVPD.

Geometry as XYZ:
```
96
Properties=species:S:1:pos:R:3:forces:R:3:mulliken_spin:R:1
Rh -0.724610 0.052571 0.215273 -0.95 0.62 -0.43 1.74
F -2.687982 5.233945 -1.772148 -0.15 -0.12 0.24 0.00
C -2.230516 4.212761 -2.471318 0.24 0.29 -0.18 0.01
F -2.813274 4.201466 -3.657240 -0.17 -0.28 -0.02 0.00
F -0.904975 4.407514 -2.666691 -0.20 -0.21 0.07 0.00
S -2.359848 2.598756 -1.562576 1.11 1.84 -0.78 0.00
O -1.534861 2.864511 -0.401373 0.53 -0.41 0.31 0.01
O -1.786072 1.658679 -2.486521 0.28 -0.67 -0.48 0.01
N -3.863144 2.479122 -1.247314 -0.83 -0.63 0.12 0.01
S -4.108775 1.332630 -0.170898 0.54 -0.01 0.40 0.00
O -5.464261 0.975311 0.000801 -0.38 0.22 -0.16 0.01
O -3.144796 0.246543 -0.356873 0.19 0.20 0.23 -0.05
C -3.596794 2.210291 1.440522 -0.06 0.47 0.42 0.01
F -4.479711 1.968828 2.397764 -0.17 -0.24 -0.17 0.00
F -3.542848 3.525038 1.250357 -0.17 -0.18 0.00 0.00
F -2.397568 1.815790 1.908107 -0.03 -0.30 -0.21 0.03
C -2.651903 -3.397181 -0.318710 0.05 0.06 0.08 0.07
C -1.265310 -3.229169 0.301911 0.03 0.67 0.44 0.15
C -0.310018 -2.805599 -0.821637 -0.10 0.02 0.35 0.04
C -0.788133 -4.557442 0.884793 0.00 0.17 0.06 0.01
Si -1.344931 -1.781198 1.690586 0.21 -2.19 1.30 0.20
C -2.957931 -1.978199 2.826323 0.23 0.57 -0.50 0.07
C -3.123501 -3.414894 3.325519 0.29 0.02 -0.19 0.00
C -4.217750 -1.582947 2.051684 -0.03 -0.02 0.04 0.01
C -2.863760 -1.051540 4.041298 0.09 -0.06 -0.08 0.03
C 0.285140 -1.693960 2.855957 -0.44 0.11 -0.61 0.12
C 0.350649 -2.741440 3.963226 -0.16 0.04 -0.12 0.02
C 1.526268 -1.848024 1.974099 -0.32 0.01 0.04 0.08
C 0.346716 -0.283024 3.456228 -0.14 -0.18 -0.04 0.13
H -2.588518 -4.038816 -1.201574 0.04 -0.04 -0.05 0.00
H -3.061831 -2.434246 -0.626638 -0.14 -0.02 -0.07 -0.02
H -3.340803 -3.872807 0.375048 -0.10 0.03 -0.01 0.00
H -0.329682 -3.551523 -1.620475 0.00 0.02 -0.13 0.00
H 0.713764 -2.722368 -0.459871 0.04 0.08 -0.06 -0.03
H -0.629606 -1.841420 -1.249602 0.08 -0.06 -0.20 0.01
H -0.795070 -5.322323 0.103420 0.00 -0.06 -0.04 0.01
H -1.434132 -4.894868 1.692027 0.01 -0.10 0.04 0.00
H 0.228495 -4.479218 1.267869 0.07 -0.10 0.04 0.00
H -3.330144 -4.100675 2.507163 -0.01 -0.11 0.00 0.00
H -3.972286 -3.455583 4.010842 -0.07 0.03 0.04 0.01
H -2.242725 -3.762103 3.862042 0.02 -0.12 0.07 0.00
H -4.466650 -2.309128 1.283422 -0.06 0.04 -0.09 0.01
H -4.120580 -0.612279 1.575237 -0.07 -0.12 0.14 0.00
H -5.061812 -1.529640 2.742946 -0.06 -0.03 0.03 0.00
H -2.039643 -1.326469 4.694601 0.01 0.07 0.09 0.00
H -3.782505 -1.138706 4.624388 -0.07 0.00 0.02 0.00
H -2.758060 -0.008963 3.746201 0.04 0.11 0.05 -0.01
H 0.290527 -3.750138 3.556935 0.00 -0.11 0.06 -0.01
H -0.446628 -2.610305 4.690286 -0.02 -0.08 0.07 0.00
H 1.300713 -2.650349 4.496957 0.07 0.01 0.04 0.01
H 1.603809 -2.845868 1.546059 0.07 -0.04 -0.09 0.01
H 2.417903 -1.667512 2.579224 0.07 0.02 0.03 0.00
H 1.494628 -1.113708 1.158062 0.19 -0.06 -0.02 0.04
H -0.428581 -0.127995 4.199810 -0.03 0.13 0.03 0.02
H 0.215285 0.471366 2.670305 0.10 0.12 0.13 0.00
H 1.313149 -0.123208 3.940248 0.09 0.05 0.02 0.00
C 4.259375 -0.316153 0.617900 -0.65 0.30 -0.23 0.09
Si 3.691998 0.020407 -1.158477 1.40 -1.22 0.23 0.25
C 3.257962 -1.624869 -1.986890 -0.30 0.50 -0.06 0.11
C 5.137656 0.888999 -2.011766 -0.74 0.42 0.04 0.07
Sb 0.948512 1.232868 -1.376760 0.67 0.80 -0.46 0.57
Si 1.860588 3.396821 0.011801 0.52 0.57 0.11 0.04
C 2.216359 2.635780 1.735329 -0.32 0.08 -0.66 0.01
C 3.448724 3.889498 -0.937164 -0.48 -0.29 0.33 0.02
C 0.771231 4.939510 0.211986 -0.09 -0.72 -0.30 0.01
Si 0.982060 0.907708 -4.100000 0.26 -0.19 -0.81 0.03
C 0.223012 -0.834247 -4.223791 0.19 0.66 0.34 0.00
C 2.805205 1.004608 -4.665940 -0.55 -0.12 0.46 0.02
C 0.066857 2.166267 -5.186088 -0.01 -0.20 0.82 0.01
H 5.330494 -0.523375 0.604284 0.11 0.09 -0.28 0.01
H 3.763517 -1.187160 1.036141 -0.06 0.02 -0.06 -0.01
H 4.096418 0.522634 1.290136 0.04 0.06 0.09 -0.01
H 3.919512 -2.402662 -1.603205 0.14 0.08 0.22 0.02
H 3.386611 -1.596748 -3.065828 -0.04 0.08 -0.09 0.00
H 2.234175 -1.926223 -1.774090 -0.04 -0.08 0.03 -0.02
H 5.935722 0.156068 -2.135694 -0.08 -0.31 0.08 0.01
H 5.534105 1.695541 -1.401013 0.00 0.04 0.11 -0.01
H 4.910560 1.294600 -2.990733 0.00 0.03 -0.10 -0.01
H 2.128619 1.549437 1.728130 0.05 -0.04 0.05 0.01
H 1.492724 3.012263 2.458179 -0.09 0.03 -0.02 0.00
H 3.207652 2.900615 2.100170 0.12 0.06 -0.10 0.00
H 4.318868 3.347504 -0.575850 0.08 -0.09 0.06 0.00
H 3.649032 4.949981 -0.794426 -0.05 0.11 0.06 0.00
H 3.359509 3.710229 -2.007293 -0.04 0.02 -0.08 0.00
H -0.219165 4.676321 0.577156 -0.04 -0.01 0.03 0.00
H 0.648523 5.486299 -0.720421 0.02 -0.05 -0.12 0.00
H 1.226815 5.619294 0.933368 0.25 -0.13 0.08 0.00
H 0.767296 -1.569959 -3.633325 0.07 0.00 0.04 0.00
H 0.183092 -1.192480 -5.252136 0.05 0.14 -0.11 0.00
H -0.796511 -0.786123 -3.840053 -0.10 -0.02 -0.01 0.00
H 3.422644 0.185459 -4.311147 0.04 -0.10 0.02 0.00
H 3.263505 1.938172 -4.344721 -0.02 0.13 0.00 0.00
H 2.833798 0.988323 -5.754413 -0.13 -0.01 -0.12 0.00
H -0.988153 2.209118 -4.934115 -0.13 0.04 0.06 0.00
H 0.143512 1.867065 -6.231649 0.17 -0.23 -0.01 0.00
H 0.483069 3.168317 -5.103670 0.06 0.06 0.08 0.00
```
Positions in Å, forces in eV/Å.

Its total charge is +1. Its HOMO-LUMO gap (alpha / beta) is 7.08 / 4.89 eV. As for the HOMO energy (alpha / beta): -10.44 / -11.58 eV. The spin multiplicity is 5. The expectation value of S² is 6.0119.


No. 3
Computed, not measured: an isolated molecule of C5H8N2, with wB97M-V/def2-TZVPD.

Geometry as XYZ:
```
15
Properties=species:S:1:pos:R:3:forces:R:3:mulliken_charge:R:1
C -2.323458 -0.303483 -0.207361 -0.18 -0.04 0.00 -1.22
C -0.929427 0.053608 0.215873 0.04 0.12 -0.25 0.80
C -0.399068 1.309740 0.092535 -0.15 -0.03 -0.07 -0.81
N 0.972677 1.198160 0.120957 0.18 -0.05 -0.03 -0.01
C 1.322460 -0.117034 0.244786 -0.19 0.11 -0.06 0.18
N 2.686014 -0.470991 0.133633 -0.01 -0.14 -0.03 -0.60
C 0.168381 -0.852355 0.363721 0.05 -0.06 -0.10 -0.68
H -2.679431 -1.257187 0.195627 0.08 0.20 0.08 0.32
H -3.050197 0.482068 0.031194 0.14 -0.17 0.07 0.35
H -2.311156 -0.400780 -1.301847 -0.16 -0.08 0.21 0.23
H -0.896422 2.257942 -0.059933 0.15 -0.12 -0.03 0.38
H 1.631455 1.941212 -0.038345 -0.05 -0.05 0.17 0.22
H 2.815841 -1.444451 0.385767 0.01 0.14 0.09 0.27
H 2.966127 -0.386955 -0.840912 0.09 0.00 0.16 0.25
H 0.114147 -1.924373 0.518740 0.00 0.18 -0.21 0.33
```
Positions in Å, forces in eV/Å.

Its total charge is 0. Its HOMO-LUMO gap is 8.54 eV. As for the HOMO energy: -7.52 eV. The SMILES is Cc1c[nH]c(N)c1.


No. 4
Computed, not measured: a 2-piece molecular cluster, C6H9N2O2 overall, with wB97M-V/def2-TZVPD.

Geometry as XYZ:
```
19
Properties=species:S:1:pos:R:3:forces:R:3:mulliken_spin:R:1
C -0.135105 1.882154 -4.059149 -0.01 -0.70 1.06 0.00
C -0.741371 1.500266 -2.696263 -0.14 1.29 0.73 0.00
O -1.940342 1.690979 -2.466127 0.10 -0.46 -0.24 0.00
O 0.138842 1.144537 -1.833926 0.21 -1.13 1.18 0.01
H -0.641944 1.248402 -4.782917 0.07 0.43 -0.48 0.00
H 0.907990 1.606003 -3.943408 0.18 0.08 -0.57 0.00
H -0.222582 2.960865 -4.214346 -0.26 -0.31 -0.25 0.00
C 1.294329 -2.642043 3.340302 -0.77 2.06 1.33 0.01
C -0.220439 0.236828 1.899974 2.07 0.40 -1.15 0.36
C 0.758442 -1.615330 2.382210 -1.27 0.00 0.20 0.34
C 0.460682 -1.580455 0.921685 0.13 0.39 0.29 0.35
N 0.312031 -0.469617 2.897011 -0.67 0.18 -0.06 -0.09
N 0.020418 -0.365602 0.651357 -0.74 0.95 1.40 -0.03
H -0.550258 1.275367 1.941560 -0.20 -0.46 0.13 0.02
H -0.007745 0.240753 -0.242948 -0.54 -0.31 -1.11 0.00
H 0.348548 -2.329759 0.166247 0.78 -0.48 -0.20 0.01
H 2.363414 -2.690721 3.237171 0.36 -1.06 -0.24 0.02
H 0.656358 -3.483502 3.519713 0.24 -1.28 -1.12 0.01
H 1.124115 -2.221728 4.365536 0.44 0.43 -0.90 0.00
```
Positions in Å, forces in eV/Å.

Its total charge is 0. Its HOMO-LUMO gap (alpha / beta) is 6.90 / 3.26 eV. As for the HOMO energy (alpha / beta): -7.54 / -7.53 eV. The spin multiplicity is 2. The expectation value of S² is 0.7651.


In order of appearance, total energy = -269.56974 -4168.50462 -304.82374 -493.90424 hartree.
In order of appearance, largest force on an atom = 0.531 2.556 0.280 2.569 eV/A.
In order of appearance, energy above the lowest of the compared OMol25 structures with the same formula, charge and spin = 15.8 36.6 7.4 46.3 kcal/mol.